1.
15
Properties=species:S:1:pos:R:3:mulliken_charge:R:1 method="wB97M-V/def2-TZVPD" de_lowest_kcal_mol=49.7 mol_weight_g_mol=83.1 smiles=C1CC1N1CC1 homo_energy_ha=-0.3381 energy_ha=-250.587686 homo_lumo_gap_ev=10.52 charge=0
C -0.280 -1.757 -0.417 -0.6070
C 0.857 -1.238 -1.243 -0.5969
C 0.403 -0.468 -0.039 0.1127
N -0.319 0.759 -0.244 -0.3919
C 0.182 1.903 0.507 -0.4315
C -1.071 1.210 0.918 -0.3508
H -1.283 -1.658 -0.826 0.2622
H -0.131 -2.613 0.239 0.2303
H 1.814 -1.751 -1.182 0.2216
H 0.610 -0.807 -2.211 0.2623
H 1.043 -0.499 0.853 0.3517
H 1.061 1.742 1.138 0.2177
H 0.146 2.872 0.004 0.2437
H -2.037 1.668 0.707 0.2403
H -1.043 0.591 1.817 0.2357

***

2.
15
Properties=species:S:1:pos:R:3:mulliken_charge:R:1 method="wB97M-V/def2-TZVPD" de_lowest_kcal_mol=42.4 mol_weight_g_mol=83.1 homo_energy_ha=-0.3291 energy_ha=-250.599413 homo_lumo_gap_ev=10.10 charge=0
C 1.107 0.673 0.054 -0.6267
C 1.043 -0.905 -0.114 -0.5357
C -0.900 -0.311 0.995 -0.4223
C -0.402 0.921 0.144 -0.2265
C -0.913 0.084 -1.009 -0.4284
H 1.532 1.144 -0.790 0.3376
H 1.564 1.143 0.947 0.3134
H 1.378 -1.457 0.772 0.3141
H 1.554 -1.293 -0.998 0.2995
H -1.944 -0.440 1.050 0.3147
H -0.328 -0.515 1.956 0.2320
H -0.787 1.946 0.267 0.4118
H -1.989 0.031 -1.068 0.2558
H -0.461 0.110 -1.993 0.2823
N -0.454 -1.130 -0.212 -0.5216

***

3.
15
Properties=species:S:1:pos:R:3:mulliken_charge:R:1 method="wB97M-V/def2-TZVPD" de_lowest_kcal_mol=50.2 mol_weight_g_mol=83.1 smiles="C=C[C@H](C)N=C" homo_energy_ha=-0.3624 energy_ha=-250.586872 homo_lumo_gap_ev=11.01 charge=0
C 0.700 0.479 2.166 -0.6409
C -0.173 0.236 1.196 -0.4529
C 0.034 0.215 -0.327 0.3768
C -0.839 1.287 -1.062 -1.3771
N -0.468 -1.094 -0.755 -0.5398
C 0.416 -1.962 -0.951 -0.2752
H 0.411 0.385 3.276 0.2106
H 1.640 0.813 1.872 0.2992
H -1.190 -0.223 1.272 0.2622
H 0.991 0.313 -0.811 0.6229
H -1.868 0.776 -1.127 0.2949
H -0.485 1.390 -2.087 0.3423
H -0.792 2.248 -0.659 0.3640
H 0.112 -2.969 -1.182 0.2657
H 1.511 -1.896 -0.822 0.2473

***

What did the first record say?
15
Properties=species:S:1:pos:R:3:mulliken_charge:R:1 method="wB97M-V/def2-TZVPD" de_lowest_kcal_mol=49.7 mol_weight_g_mol=83.1 smiles=C1CC1N1CC1 homo_energy_ha=-0.3381 energy_ha=-250.587686 homo_lumo_gap_ev=10.52 charge=0
C -0.280 -1.757 -0.417 -0.6070
C 0.857 -1.238 -1.243 -0.5969
C 0.403 -0.468 -0.039 0.1127
N -0.319 0.759 -0.244 -0.3919
C 0.182 1.903 0.507 -0.4315
C -1.071 1.210 0.918 -0.3508
H -1.283 -1.658 -0.826 0.2622
H -0.131 -2.613 0.239 0.2303
H 1.814 -1.751 -1.182 0.2216
H 0.610 -0.807 -2.211 0.2623
H 1.043 -0.499 0.853 0.3517
H 1.061 1.742 1.138 0.2177
H 0.146 2.872 0.004 0.2437
H -2.037 1.668 0.707 0.2403
H -1.043 0.591 1.817 0.2357

***

Copy entry 3 word for word.
15
Properties=species:S:1:pos:R:3:mulliken_charge:R:1 method="wB97M-V/def2-TZVPD" de_lowest_kcal_mol=50.2 mol_weight_g_mol=83.1 smiles="C=C[C@H](C)N=C" homo_energy_ha=-0.3624 energy_ha=-250.586872 homo_lumo_gap_ev=11.01 charge=0
C 0.700 0.479 2.166 -0.6409
C -0.173 0.236 1.196 -0.4529
C 0.034 0.215 -0.327 0.3768
C -0.839 1.287 -1.062 -1.3771
N -0.468 -1.094 -0.755 -0.5398
C 0.416 -1.962 -0.951 -0.2752
H 0.411 0.385 3.276 0.2106
H 1.640 0.813 1.872 0.2992
H -1.190 -0.223 1.272 0.2622
H 0.991 0.313 -0.811 0.6229
H -1.868 0.776 -1.127 0.2949
H -0.485 1.390 -2.087 0.3423
H -0.792 2.248 -0.659 0.3640
H 0.112 -2.969 -1.182 0.2657
H 1.511 -1.896 -0.822 0.2473